1.
The following is a quantum chemistry calculation of an isolated molecule of C24H28N4O5S in a non-equilibrium geometry, from the OMol25 dataset.

The LUMO energy comes out at 0.0069 Eh. The value obtained for the HOMO-LUMO gap is 7.9 eV. Its SMILES is CCn1c(SCC(=O)Nc2ccc(OC)cc2OC)nc2nc3c(cc2c1=O)COC(C)(C)C3.

Geometry as ORCA input:
```
! wB97M-V def2-TZVPD RIJCOSX def2/J DEFGRID3
* xyz 0 1
C 3.15 -4.16 1.13
C 3.63 -3.01 2.02
N 2.85 -1.80 1.81
C 3.20 -0.88 0.88
S 4.55 -1.26 -0.18
C 4.54 0.20 -1.26
C 3.30 0.45 -2.14
O 3.30 1.43 -2.85
N 2.31 -0.46 -2.05
C 0.97 -0.29 -2.43
C 0.58 0.58 -3.44
C -0.76 0.71 -3.76
C -1.72 -0.04 -3.09
O -3.01 0.15 -3.49
C -4.03 -0.59 -2.86
C -1.33 -0.91 -2.07
C 0.01 -1.03 -1.74
O 0.48 -1.85 -0.74
C -0.46 -2.59 0.01
N 2.60 0.24 0.67
C 1.45 0.49 1.34
N 0.82 1.62 1.02
C -0.34 1.86 1.59
C -0.96 0.98 2.50
C -0.31 -0.18 2.84
C 0.93 -0.44 2.27
C 1.68 -1.65 2.56
O 1.34 -2.50 3.36
C -2.34 1.39 2.94
O -3.11 1.76 1.82
C -2.57 2.78 0.96
C -3.42 4.05 1.13
C -2.68 2.25 -0.47
C -1.09 3.11 1.28
H 3.79 -5.02 1.29
H 2.13 -4.42 1.39
H 3.20 -3.87 0.08
H 3.50 -3.29 3.07
H 4.68 -2.79 1.83
H 5.41 0.08 -1.91
H 4.67 1.08 -0.64
H 2.43 -1.23 -1.40
H 1.32 1.16 -3.95
H -1.08 1.38 -4.54
H -3.90 -1.66 -3.00
H -4.09 -0.37 -1.79
H -4.96 -0.27 -3.33
H -2.07 -1.48 -1.54
H -1.18 -1.94 0.51
H 0.12 -3.13 0.76
H -0.99 -3.31 -0.63
H -0.73 -0.90 3.53
H -2.27 2.22 3.66
H -2.88 0.57 3.41
H -3.41 4.38 2.16
H -3.04 4.84 0.50
H -4.45 3.83 0.85
H -3.70 1.92 -0.66
H -2.00 1.41 -0.61
H -2.42 3.02 -1.19
H -0.63 3.61 0.43
H -1.05 3.77 2.15
*
```


2.
The following is a quantum chemistry calculation of a structure of composition C24H28N5O5RuS, from the OMol25 dataset.

The LUMO energy (spin up / spin down) comes out at -0.1059 / -0.2182 Eh. The value obtained for the HOMO-LUMO gap (spin up / spin down) is 7.8 / 5.6 eV. The expectation value of S² is 6.05.

Geometry as ORCA input:
```
! wB97M-V def2-TZVPD RIJCOSX def2/J DEFGRID3
* xyz 1 5
Ru -0.75 2.18 0.62
C -1.42 5.97 2.48
C -0.73 4.72 2.04
O -1.46 3.76 1.67
C 0.69 4.68 2.08
C 1.47 3.54 2.05
C 2.89 3.58 2.51
N 0.92 2.34 1.72
N 1.59 1.26 2.12
C 0.77 0.18 2.12
O -0.45 0.28 1.87
C 1.39 -1.13 2.43
C 0.59 -2.27 2.40
C 1.16 -3.51 2.63
C 2.52 -3.62 2.89
C 3.31 -2.48 2.92
C 2.75 -1.24 2.70
H -2.49 5.82 2.53
H -1.19 6.78 1.78
H -1.05 6.29 3.46
H 1.18 5.60 2.37
H 3.25 4.60 2.51
H 3.52 2.95 1.88
H 2.96 3.18 3.52
H -0.47 -2.17 2.20
H 0.54 -4.40 2.61
H 2.96 -4.59 3.07
H 4.37 -2.57 3.14
H 3.36 -0.34 2.73
N 0.10 0.96 -0.81
C 0.51 -0.12 -0.99
N 0.93 -1.32 -1.18
C 0.05 -2.35 -1.77
C 0.60 -2.78 -3.12
C 2.06 -3.19 -3.01
C 2.90 -2.07 -2.40
C 2.35 -1.67 -1.04
H -0.96 -1.96 -1.82
H 0.05 -3.19 -1.06
H 0.49 -1.95 -3.83
H -0.02 -3.60 -3.50
H 2.45 -3.45 -4.00
H 2.14 -4.09 -2.39
H 2.90 -1.20 -3.06
H 3.94 -2.38 -2.28
H 2.87 -0.82 -0.59
H 2.39 -2.50 -0.33
N -2.54 2.56 -0.72
C -2.98 1.33 -1.26
C -2.76 1.06 -2.60
C -3.12 -0.16 -3.12
C -3.74 -1.11 -2.29
C -3.93 -0.84 -0.93
C -3.56 0.38 -0.42
S -4.17 -2.67 -2.95
O -4.36 -2.61 -4.36
O -2.72 -2.97 -2.55
O -5.13 -3.32 -2.11
H -3.17 2.97 -0.03
H -2.33 3.25 -1.43
H -2.31 1.81 -3.24
H -2.98 -0.42 -4.16
H -4.38 -1.60 -0.32
H -3.72 0.61 0.63
*
```


3.
The following is a quantum chemistry calculation of a structure of composition C24H28N5O6SScSe3Te2 in a non-equilibrium geometry, from the OMol25 dataset.

The LUMO energy comes out at 0.1397 Eh. The value obtained for the HOMO-LUMO gap is 5.3 eV.

Geometry as ORCA input:
```
! wB97M-V def2-TZVPD RIJCOSX def2/J DEFGRID3
* xyz -2 1
Sc -0.51 0.00 -0.29
Se -1.72 2.37 -0.83
Te -2.61 4.17 0.65
Te -5.06 0.86 0.85
Se -3.24 0.41 -0.81
C -3.06 2.19 4.01
C -1.76 1.68 3.47
N -0.66 2.33 3.42
O -0.79 3.69 3.75
C -1.68 0.30 2.93
C -2.46 -0.81 3.56
N -0.97 0.14 1.88
O -0.88 -1.10 1.37
H -3.70 2.52 3.19
H -2.88 3.02 4.69
H -3.58 1.38 4.53
H -1.34 4.04 3.02
H -2.41 -0.76 4.65
H -2.08 -1.77 3.20
H -3.50 -0.72 3.25
C 4.42 -1.64 -1.50
N 3.45 -2.70 -1.71
C 3.47 -3.63 -2.74
C 2.40 -4.43 -2.58
N 1.76 -3.99 -1.44
C 2.39 -2.92 -0.90
S 1.94 -2.11 0.50
H 5.18 -1.72 -2.27
H 4.87 -1.74 -0.52
H 3.94 -0.67 -1.56
H 4.21 -3.60 -3.52
H 2.02 -5.22 -3.20
H 0.86 -4.28 -1.09
C 3.00 -3.41 -7.04
C 2.09 -2.94 -5.93
C 2.29 -1.72 -5.30
C 1.45 -1.26 -4.28
C 1.70 0.09 -3.69
C 0.38 -2.06 -3.84
Se -0.95 -1.50 -2.57
C 0.18 -3.31 -4.48
C -0.95 -4.22 -4.08
C 1.02 -3.72 -5.51
H 3.79 -2.68 -7.23
H 2.45 -3.55 -7.98
H 3.47 -4.37 -6.80
H 3.11 -1.09 -5.62
H 2.57 0.57 -4.15
H 1.87 0.03 -2.62
H 0.82 0.73 -3.82
H -0.91 -4.46 -3.02
H -0.92 -5.14 -4.66
H -1.92 -3.73 -4.23
H 0.84 -4.68 -5.98
O 3.40 1.35 -1.10
C 2.48 1.41 -0.29
O 1.30 0.94 -0.48
C 2.74 2.11 1.02
C 2.14 1.70 2.20
C 2.43 2.35 3.40
C 3.32 3.40 3.43
C 3.91 3.79 2.23
C 3.64 3.16 1.03
N 4.87 4.91 2.25
O 5.09 5.46 3.32
O 5.40 5.23 1.21
H 1.42 0.90 2.18
H 1.92 2.04 4.30
H 3.54 3.94 4.34
H 4.13 3.47 0.12
*
```


4.
The following is a quantum chemistry calculation of a structure of composition C24H28N6Ru in a non-equilibrium geometry, from the OMol25 dataset.

The LUMO energy (spin up / spin down) comes out at -0.4405 / -0.4150 Eh. The value obtained for the HOMO-LUMO gap (spin up / spin down) is 5.6 / 6.3 eV. The expectation value of S² is 1.13.

Geometry as ORCA input:
```
! wB97M-V def2-TZVPD RIJCOSX def2/J DEFGRID3
* xyz 3 2
Ru 0.24 0.07 0.57
C 3.29 1.14 0.94
N 2.57 0.56 -0.21
C 2.48 1.51 -1.33
C 1.55 2.64 -1.01
C 1.76 3.95 -1.41
C 0.80 4.91 -1.11
C -0.34 4.54 -0.40
C -0.46 3.21 -0.02
N 0.44 2.30 -0.34
C 3.13 -0.73 -0.63
C 2.73 -1.85 0.30
C 3.57 -2.91 0.63
C 3.09 -3.92 1.46
C 1.79 -3.83 1.96
C 1.02 -2.74 1.59
N 1.49 -1.79 0.77
C 2.52 1.25 2.24
C 3.18 1.53 3.43
C 2.46 1.59 4.61
C 1.08 1.38 4.58
C 0.48 1.16 3.36
N 1.19 1.10 2.23
H 3.64 2.15 0.68
H 4.18 0.54 1.14
H 2.08 0.99 -2.21
H 3.47 1.89 -1.60
H 2.65 4.23 -1.95
H 0.94 5.93 -1.42
H -1.10 5.26 -0.14
H -1.32 2.87 0.56
H 4.23 -0.69 -0.71
H 2.74 -0.98 -1.62
H 4.57 -2.96 0.23
H 3.72 -4.75 1.72
H 1.39 -4.59 2.61
H 0.01 -2.61 1.96
H 4.24 1.71 3.43
H 2.95 1.79 5.54
H 0.49 1.42 5.48
H -0.60 1.04 3.26
N -1.39 -0.21 -0.75
C -2.22 -0.74 -1.38
N -3.11 -1.28 -2.14
C -3.45 -2.68 -2.08
C -4.90 -2.84 -1.56
C -5.84 -2.01 -2.42
C -5.42 -0.55 -2.41
C -3.97 -0.44 -2.95
H -2.75 -3.22 -1.43
H -3.38 -3.10 -3.09
H -4.93 -2.50 -0.52
H -5.16 -3.89 -1.59
H -6.85 -2.09 -2.01
H -5.88 -2.40 -3.44
H -5.44 -0.15 -1.40
H -6.07 0.05 -3.04
H -3.63 0.59 -2.93
H -3.94 -0.81 -3.98
*
```


no.,E_tot (Ha)
1,-1924.82038
2,-2074.08765
3,-10555.96487
4,-1353.77233